## i
Molecular formula: C4H7NO
Method: DFT, the ωB97M-V functional and the def2-TZVPD basis

Geometry as ORCA input:
```
! wB97M-V def2-TZVPD RIJCOSX def2/J DEFGRID3
* xyz 0 1
O -0.789 0.509 -3.099
C -0.790 0.058 -1.980
N -0.651 0.669 -0.781
C -0.507 -0.295 0.256
C 0.647 0.507 1.333
C 0.823 -0.791 0.678
H -0.837 -1.132 -1.185
H -0.369 1.607 -0.544
H -1.413 -0.596 0.777
H 1.261 1.360 0.991
H 0.278 0.608 2.348
H 0.780 -1.663 1.314
H 1.565 -0.841 -0.107
*
```

As for the HOMO energy: -9.191 eV. The orbital gap is 10.117 eV.

## ii
Molecular formula: C4H7NO
Method: DFT, the ωB97M-V functional and the def2-TZVPD basis

Geometry as ORCA input:
```
! wB97M-V def2-TZVPD RIJCOSX def2/J DEFGRID3
* xyz 0 1
C -0.307 -0.935 -1.491
C -0.099 0.000 -0.347
C 0.402 0.058 1.924
N 0.703 -0.374 0.735
C -0.491 1.349 -0.276
O -0.373 2.100 0.709
H 0.624 -1.315 -1.939
H -0.907 -1.808 -1.198
H -0.866 -0.416 -2.278
H 1.159 0.131 2.695
H -0.635 0.264 2.137
H 1.655 -0.690 0.556
H -0.869 1.757 -1.233
*
```

As for the HOMO energy (spin up / spin down): -7.382 / -7.382 eV. The orbital gap (spin up / spin down) is 7.810 / 7.808 eV.

## iii
Molecular formula: C4H7NO
Method: DFT, the ωB97M-V functional and the def2-TZVPD basis

Geometry as ORCA input:
```
! wB97M-V def2-TZVPD RIJCOSX def2/J DEFGRID3
* xyz 0 1
C 1.630 0.407 0.068
N 0.232 0.110 -0.359
C -0.365 1.249 -0.619
C -0.323 -1.091 -0.006
C -1.685 -1.194 0.422
O -2.192 -2.190 0.921
H 2.058 1.240 -0.499
H 2.258 -0.472 0.008
H 1.527 0.734 1.110
H -1.388 1.405 -0.341
H 0.236 2.040 -1.038
H 0.308 -1.973 0.010
H -2.295 -0.267 0.323
*
```

As for the HOMO energy (spin up / spin down): -7.628 / -7.687 eV. The orbital gap (spin up / spin down) is 7.311 / 7.536 eV.

## iv
Molecular formula: C4H7NO
Method: DFT, the ωB97M-V functional and the def2-TZVPD basis

Geometry as ORCA input:
```
! wB97M-V def2-TZVPD RIJCOSX def2/J DEFGRID3
* xyz 0 1
C 1.722 -0.464 0.537
C 0.487 -0.250 -0.276
C -0.852 -0.437 0.226
N -1.803 0.175 -0.514
C -0.796 1.800 -0.768
O -1.334 2.726 -1.208
H 2.266 0.486 0.581
H 1.482 -0.756 1.564
H 2.397 -1.206 0.098
H 0.569 -0.222 -1.357
H -0.928 -0.554 1.316
H -0.453 -1.502 -0.187
H -2.703 0.216 -0.040
*
```

As for the HOMO energy: -8.209 eV. The orbital gap is 8.739 eV.

Energy above the most stable structure, in kcal/mol: i 33.2; ii 0.0; iii 18.6; iv 46.3

## i
Molecular formula: C4H7NO
Method: DFT, the ωB97M-V functional and the def2-TZVPD basis

Geometry as ORCA input:
```
! wB97M-V def2-TZVPD RIJCOSX def2/J DEFGRID3
* xyz 0 1
N -0.041 1.473 1.726
C 0.003 0.554 0.697
C 0.596 0.676 -0.495
C 0.154 -0.494 -1.335
C -0.256 -1.461 -0.221
O -0.651 -0.627 0.895
H -0.693 1.296 2.475
H -0.076 2.416 1.372
H 1.230 1.499 -0.791
H 0.931 -0.913 -1.979
H -0.703 -0.236 -1.976
H 0.603 -2.068 0.092
H -1.096 -2.115 -0.460
*
```

As for the HOMO energy: -7.671 eV. The orbital gap is 8.753 eV. As for the SMILES: NC1=CCCO1.

## ii
Molecular formula: C4H7NO
Method: DFT, the ωB97M-V functional and the def2-TZVPD basis

Geometry as ORCA input:
```
! wB97M-V def2-TZVPD RIJCOSX def2/J DEFGRID3
* xyz 0 1
C -0.874 -1.072 -0.076
C -0.006 0.176 0.195
C 1.375 0.003 -0.479
O 0.182 0.502 1.585
C -0.687 1.394 -0.290
N -1.264 2.380 -0.471
H -0.403 -1.965 0.351
H -1.881 -0.967 0.336
H -0.980 -1.250 -1.155
H 2.114 0.596 0.064
H 1.352 0.346 -1.521
H 1.700 -1.046 -0.492
H -0.629 0.903 1.952
*
```

As for the HOMO energy: -11.181 eV. The orbital gap is 11.949 eV. As for the SMILES: CC(C)(O)C#N.

## iii
Molecular formula: C4H7NO
Method: DFT, the ωB97M-V functional and the def2-TZVPD basis

Geometry as ORCA input:
```
! wB97M-V def2-TZVPD RIJCOSX def2/J DEFGRID3
* xyz 0 1
C 1.308 -1.110 -0.573
C 0.311 -0.188 0.102
N -0.127 1.019 -0.546
C -1.183 1.155 0.427
C -1.197 -0.378 0.394
O -1.968 -1.271 0.567
H 2.250 -0.579 -0.756
H 0.987 -1.539 -1.535
H 1.517 -1.938 0.104
H 0.513 0.170 1.308
H 0.499 1.771 -0.803
H -2.022 1.819 0.160
H -0.584 1.148 1.520
*
```

As for the HOMO energy: -9.477 eV. The orbital gap is 10.179 eV.

Energy above the most stable structure, in kcal/mol: i 2.3; ii 0.0; iii 50.8